Computed, not measured: a structure of composition C48H91F2N2O3SbSi3Ti in a non-equilibrium geometry, with ωB97M-V/def2-TZVPD.

spin multiplicity: 2
HOMO energy (alpha / beta): -3.2 / -4.6 eV
lowest unoccupied orbital energy (alpha / beta): 2.0 / 2.0 eV
frontier orbital gap (alpha / beta): 0.189 / 0.244 hartree
net charge: -1
<S²>: 0.758
total energy: -4376.89423 a.u.

Geometry (Å):
H (3.40, -2.68, 0.11)
C (4.68, -1.10, -3.80)
H (2.72, -4.88, 1.79)
H (-2.10, -1.20, -3.66)
H (-5.92, 0.66, -0.33)
C (2.36, -2.98, 0.06)
N (-0.97, 3.94, -2.07)
H (3.24, -0.66, 7.06)
C (1.74, 0.82, -6.11)
C (-1.01, -0.43, 6.11)
H (-1.22, -1.78, -6.03)
H (-0.74, -1.27, 5.47)
H (2.43, -1.86, -7.28)
C (2.61, 1.01, 2.80)
H (0.67, 2.81, -2.68)
H (-5.13, -0.66, 0.54)
H (2.66, -2.14, 3.82)
H (0.59, 2.75, 2.61)
C (-2.35, 0.17, 5.68)
C (2.77, -0.78, 6.09)
H (-0.70, -4.78, -1.09)
H (-1.89, 2.17, 6.37)
C (-3.75, 1.72, -2.79)
H (3.88, 0.10, -0.12)
H (4.55, -0.76, -4.82)
H (-0.16, 3.68, -3.97)
H (-1.03, 0.96, -4.77)
H (-6.98, 1.32, 1.79)
H (-0.50, 5.53, -0.75)
Si (1.07, -0.85, -5.41)
C (-2.30, 0.61, 4.22)
H (-3.48, 2.20, -1.85)
H (-4.42, -0.50, 5.89)
H (4.96, -1.40, 4.56)
H (0.88, -5.52, -1.00)
C (-2.30, 1.33, 1.49)
H (4.09, 2.18, 4.93)
H (1.37, 3.77, -0.84)
H (-0.23, -1.55, -7.46)
H (-5.73, 2.99, 0.42)
C (-2.65, 1.41, 6.54)
H (5.45, -0.29, 5.84)
C (3.47, 0.10, 5.04)
C (-0.51, -1.11, -6.50)
C (1.82, -1.53, 1.98)
H (2.12, 1.64, -0.36)
C (4.92, -0.36, 4.89)
H (1.82, -2.28, -0.57)
H (3.67, -3.54, 2.41)
H (2.29, -3.96, -0.39)
C (2.24, -2.12, -6.25)
H (-3.27, -1.35, 6.91)
H (-0.28, 1.36, 4.23)
C (-1.96, 1.45, -4.52)
H (4.51, -2.17, -3.78)
C (3.71, 1.68, -3.10)
H (2.47, 2.78, 0.98)
H (0.93, 4.53, 0.68)
C (-4.83, 2.76, 0.99)
H (2.82, -1.83, 5.83)
H (1.27, 1.66, -5.62)
C (-2.53, 0.87, -3.22)
C (-0.66, 4.43, -0.74)
H (3.84, 1.58, 6.56)
H (-2.25, 4.47, -3.64)
H (3.05, 1.96, -3.91)
C (1.80, 1.97, 0.65)
H (1.97, -5.70, -4.28)
H (2.45, 1.95, 5.55)
C (4.45, -0.26, -0.97)
H (-0.10, -3.33, 2.48)
H (0.34, -4.59, 1.31)
C (-6.08, 1.10, 2.35)
C (2.42, -1.29, 3.21)
H (-1.07, -0.78, 7.14)
H (-3.07, -1.46, -0.52)
O (0.60, -0.42, 0.16)
N (0.43, 2.49, 0.51)
H (-4.79, 3.42, 1.86)
H (-3.97, 2.49, -3.52)
H (2.95, -5.19, -2.91)
H (2.81, 0.90, -5.95)
H (-0.77, 3.56, 1.84)
C (1.38, -0.41, 1.22)
Si (3.46, -0.19, -2.62)
C (1.78, -2.97, 1.48)
C (-3.52, 1.03, 2.15)
Sb (0.90, -0.70, -2.79)
H (3.20, -2.18, -5.75)
C (-5.03, 0.38, 0.23)
H (-2.67, 1.14, 7.60)
H (-0.28, -6.09, -2.18)
H (0.91, 4.59, -2.89)
H (-3.34, -1.69, 5.17)
C (2.29, -4.84, -3.70)
O (-2.18, 1.48, 0.20)
H (2.88, -4.20, -4.35)
C (3.46, 1.54, 5.55)
H (-6.15, 0.07, 2.70)
H (-1.01, -5.07, -4.37)
H (-0.24, -3.02, 0.75)
H (-0.20, -3.84, -5.32)
C (-1.17, 1.58, 2.32)
C (-2.00, -1.21, -0.40)
H (-1.60, 5.86, -2.74)
C (-3.48, 0.65, 3.48)
H (-4.39, 0.38, 3.98)
C (2.66, -3.93, 2.31)
F (-1.33, -2.25, -1.05)
F (-1.77, -1.42, 0.97)
H (5.35, 0.34, -1.04)
H (-1.77, 2.51, -4.38)
O (-1.57, 0.87, -2.23)
H (-3.53, -0.97, -2.64)
H (-3.96, 2.93, 0.37)
H (-1.42, -3.38, -4.16)
H (-2.85, 4.81, -2.02)
H (1.72, -0.50, 6.18)
C (0.11, -5.20, -1.68)
C (-1.96, 4.82, -2.65)
H (-6.04, 1.77, 3.21)
C (-2.98, -0.58, -3.50)
H (5.44, 0.25, 4.16)
C (-4.85, 1.29, 1.45)
H (1.55, 0.91, -7.17)
C (1.93, 0.83, 1.61)
H (4.73, 1.87, -3.41)
C (0.18, 3.76, -2.94)
Si (0.76, -3.89, -2.98)
H (-0.22, 0.31, 6.05)
C (0.58, 3.82, -0.09)
C (-3.42, -0.91, 5.92)
H (3.03, 1.99, 3.01)
C (0.35, -3.52, 1.50)
C (-0.60, -4.07, -4.34)
C (-0.19, 2.63, 1.85)
H (-3.61, 1.83, 6.26)
H (-4.16, 0.47, -0.42)
H (1.81, -3.11, -6.23)
Ti (-0.84, 0.46, -0.71)
C (2.79, -0.04, 3.68)
H (2.24, -4.11, 3.29)
H (4.76, -1.27, -0.75)
H (-1.02, -0.18, -6.71)
H (-4.64, 1.11, -2.64)
H (-1.54, 4.23, -0.11)
H (-3.62, -0.63, -4.38)
H (5.71, -0.92, -3.52)
H (-2.67, 1.33, -5.33)
H (3.50, 2.33, -2.26)
C (-1.17, 1.18, 3.65)